ORCA calculation (ωB97M-V/def2-TZVPD) on 3 unconnected molecules or ions with the total composition C16H33BN2O3 at a distorted geometry.

CARTESIAN COORDINATES (ANGSTROEM)
C  3.8561  -1.8510  -1.1527
C  3.2991  -0.8929  -0.2543
C  2.4946  0.1118  0.7937
B  1.5852  1.1955  -0.0980
C  0.5515  2.1470  0.7958
C  -0.5851  2.8583  -0.1681
C  -1.6593  1.7438  -0.7925
C  -3.0970  2.4888  -0.9262
C  -4.3932  1.7336  -0.3023
O  -4.1583  0.4412  0.3452
C  -5.3277  -0.4486  0.2881
C  -4.7213  -1.9801  0.0045
H  3.9344  -2.6282  -2.0553
H  1.7344  -0.5535  1.3854
H  3.2478  0.6816  1.4882
H  1.6448  1.2513  -1.2862
H  -0.0432  1.4882  1.5743
H  1.1771  2.9680  1.3788
H  -0.0396  3.4414  -1.0435
H  -1.1322  3.6630  0.5079
H  -1.6389  0.7333  -0.2112
H  -1.2533  1.5059  -1.8891
H  -3.0725  3.5990  -0.4879
H  -3.3028  2.6384  -2.0927
H  -5.2237  1.7010  -1.1553
H  -4.8518  2.4528  0.5329
H  -6.1088  -0.1948  -0.5453
H  -5.9240  -0.4370  1.3168
H  -3.9347  -1.8247  -0.8800
H  -5.5559  -2.7617  -0.2536
H  -4.0903  -2.2577  0.9689
C  1.6473  0.1210  5.9561
C  2.2142  -0.0521  4.5724
O  1.8417  0.6301  3.6230
N  3.1736  -1.0065  4.3933
C  3.7343  -1.8987  5.3818
H  0.8961  0.9136  5.9484
H  1.1698  -0.8073  6.2812
H  2.4428  0.4030  6.6513
H  3.5098  -1.0685  3.4396
H  4.8128  -1.7234  5.4236
H  3.5481  -2.9256  5.0559
H  3.3039  -1.7483  6.3710
C  0.2941  -1.9408  -3.9396
C  1.7006  -2.0222  -4.4699
O  2.4771  -2.9095  -4.1306
N  2.1019  -1.0652  -5.3568
C  1.3362  0.0475  -5.8696
H  0.1153  -2.7652  -3.2459
H  0.1528  -0.9985  -3.4034
H  -0.4194  -2.0197  -4.7644
H  3.0579  -1.1808  -5.6719
H  1.2924  -0.0444  -6.9582
H  1.8608  0.9699  -5.6063
H  0.3245  0.0780  -5.4672

Properties
SMILES: C#CCBCCCCCOCC.CNC(C)=O.CNC(C)=O
LUMO energy, eV: 0.693
E_tot, eV: -26917.932
Net charge: 0
Frontier orbital gap, eV: 9.088
Spin multiplicity: 1

Atom-resolved charges from Mulliken, all expressed in e: -0.6383 -0.2027 -0.2042 0.5158 -0.7228 -0.6213 -0.1704 -0.6280 -0.3743 -0.2630 -0.3488 -0.7492 0.3335 0.2074 0.2716 -0.1209 0.2337 0.2737 0.2053 0.3597 0.3220 0.0234 0.3346 0.2751 0.2497 0.2018 0.2994 0.2257 0.1653 0.3152 0.2176 -1.4897 0.9031 -0.5638 -0.0921 -0.9225 0.2786 0.3744 0.3854 0.1926 0.2934 0.2905 0.3615 -1.0176 0.7398 -0.6612 -0.1618 -0.8151 0.2777 0.1477 0.3874 0.2319 0.2893 0.2709 0.3125

ORCA calculation (ωB97M-V/def2-TZVPD) on a molecular structure, C23H35SZr at a distorted geometry.

CARTESIAN COORDINATES (ANGSTROEM)
C  -1.7712  1.7740  0.5160
C  -2.1971  0.4048  0.3696
C  -1.8748  -0.0315  -0.9580
C  -1.2971  1.0749  -1.6660
C  -1.2360  2.2000  -0.7611
Zr  0.2261  0.7263  0.1159
C  2.6226  -1.0249  -1.4533
C  2.5519  0.2508  -0.7217
H  3.3099  0.4949  0.0363
C  1.9750  1.4493  -1.2459
H  1.6087  1.6220  -2.2639
H  2.0744  2.4505  -0.7570
C  3.7881  -1.9579  -1.2330
H  4.0519  -2.0768  -0.1910
H  3.5858  -2.9427  -1.6129
H  4.7960  -1.7086  -1.6977
C  1.8708  -1.1629  -2.7427
H  0.8392  -0.8376  -2.6452
H  2.2458  -0.6216  -3.6846
H  1.8057  -2.1926  -3.0540
C  -2.9881  -0.3529  1.3840
H  -2.6497  -0.1384  2.4049
H  -4.0538  -0.0747  1.3182
H  -2.9144  -1.4331  1.2300
C  -2.2410  -1.3544  -1.5558
H  -2.1247  -2.1721  -0.8390
H  -3.2910  -1.3382  -1.8938
H  -1.6200  -1.5858  -2.4297
C  -1.0070  1.1385  -3.1328
H  -0.9561  0.1387  -3.5752
H  -1.8039  1.6938  -3.6501
H  -0.0623  1.6543  -3.3390
C  -0.7898  3.5853  -1.1013
H  -0.0702  3.5826  -1.9270
H  -1.6533  4.1909  -1.4053
H  -0.3219  4.0814  -0.2423
C  -2.0344  2.6561  1.6983
H  -1.3009  3.4684  1.7700
H  -3.0316  3.1122  1.6039
H  -2.0120  2.0943  2.6400
C  -0.0175  -1.4202  0.5914
C  0.9211  -2.1646  -0.2729
C  -0.6506  -2.5875  1.6449
C  0.5855  -3.5036  -0.6476
H  2.1771  -2.5822  0.4201
C  -0.9832  -3.7949  1.0883
H  -1.0352  -2.4731  2.6232
C  -0.4860  -4.1976  -0.0360
H  1.1464  -3.8950  -1.5571
H  -1.7488  -4.5368  1.6015
H  -0.8362  -5.0383  -0.5668
C  1.7209  2.8030  3.0835
S  1.2058  1.1542  2.4994
C  0.2402  0.5962  3.9427
H  1.9067  3.4631  2.2229
H  2.6576  2.6636  3.6513
H  0.9368  3.2298  3.7256
H  0.9151  -0.0451  4.5297
H  -0.0725  1.4759  4.5290
H  -0.6322  0.0156  3.6192

Properties
LUMO energy (alpha / beta), eV: -3.850 / -3.838
E_tot, eV: -36520.580
Net charge: +1
Frontier orbital gap (alpha / beta), eV: 5.340 / 5.276
Spin multiplicity: 1

Atom-resolved charges from Mulliken, all expressed in e: 0.1265 1.2767 0.4387 0.7670 0.5909 -0.3640 1.3067 -0.3090 0.3733 -1.2073 0.4128 0.4302 -1.3787 0.4820 0.3435 0.2887 -1.3060 0.1683 0.3211 0.4230 -1.5910 0.2999 0.3101 0.3953 -1.4943 0.2411 0.3844 0.3176 -1.5397 0.3472 0.3662 0.3291 -1.5888 0.3654 0.3524 0.2794 -1.4107 0.2398 0.3493 0.2850 0.8049 -0.0250 -0.6831 -0.4256 0.1447 -0.1146 0.4555 -0.9562 0.1902 0.2123 0.4723 -1.0375 0.4408 -0.8450 0.3163 0.3801 0.3573 0.4000 0.4000 0.0907

ORCA calculation (ωB97M-V/def2-TZVPD) on C6H9N in the gas phase at a distorted geometry.

CARTESIAN COORDINATES (ANGSTROEM)
C  -1.3844  0.8651  0.5842
C  -1.7471  -0.3182  1.1185
N  -0.5684  -1.1481  1.1111
C  0.3114  -0.6155  0.1615
C  -0.0594  0.7392  0.0378
C  0.6275  1.8821  -0.5698
C  1.2694  -1.4564  -0.6207
H  -1.8738  1.7125  0.5566
H  -2.7370  -0.8549  1.1799
H  -0.5488  -2.0270  1.4184
H  0.0379  2.7439  -0.4229
H  0.7547  1.6462  -1.6299
H  1.6059  2.1253  -0.2684
H  2.2406  -1.0170  -0.8523
H  1.4745  -2.4973  -0.2846
H  0.5968  -1.7800  -1.5193

Properties
SMILES: Cc1cc[nH]c1C
LUMO energy, eV: 1.029
E_tot, eV: -7856.137
Relative energy (zero: lowest compared OMol25 entry of this formula, charge and spin), kJ/mol: 195.1
Net charge: 0
Frontier orbital gap, eV: 8.439
Spin multiplicity: 1

Atom-resolved charges from Mulliken, all expressed in e: -0.5980 -0.6466 -0.0490 0.0963 0.8995 -1.3204 -1.2412 0.5883 0.2645 0.1117 0.3612 0.2784 0.3329 0.3188 0.3554 0.2483

ORCA calculation (ωB97M-V/def2-TZVPD) on C4H8O2 in the gas phase at a distorted geometry.

CARTESIAN COORDINATES (ANGSTROEM)
C  -1.2521  1.4407  -0.4067
O  0.0659  0.9505  -0.5604
C  0.4536  0.1952  0.5503
C  -0.1279  -1.1794  0.5850
C  1.3282  -0.9295  0.1369
O  1.7339  -0.9510  -1.1880
H  -1.3107  2.0818  0.4838
H  -1.9862  0.6266  -0.3050
H  -1.4809  2.0297  -1.2966
H  0.5970  0.7775  1.4581
H  -0.7768  -1.5448  -0.1935
H  -0.2654  -1.6109  1.5802
H  1.8011  -1.6360  0.7827
H  1.2203  -0.2502  -1.6267

Properties
SMILES: CO[C@H]1C[C@H]1O
LUMO energy, eV: 1.006
E_tot, eV: -8370.358
Relative energy (zero: lowest compared OMol25 entry of this formula, charge and spin), kJ/mol: 282.1
Net charge: 0
Frontier orbital gap, eV: 9.916
Spin multiplicity: 1

Atom-resolved charges from Mulliken, all expressed in e: -0.7268 -0.3936 -0.0369 -0.7205 -0.1149 -0.5618 0.2728 0.3234 0.2455 0.3801 0.3116 0.2444 0.4050 0.3718

ORCA calculation (ωB97M-V/def2-TZVPD) on 2 unconnected molecules or ions with the total composition C4H6N2.

CARTESIAN COORDINATES (ANGSTROEM)
N  -0.4349  -1.7572  -1.2766
C  0.0236  -0.9037  -0.4613
C  1.1271  -1.0052  0.5370
C  1.1833  0.1800  1.1514
C  0.1173  1.0079  0.5307
N  -0.5421  0.4061  -0.3884
H  -2.2911  1.7325  -1.1416
H  0.0821  -2.6340  -1.1907
H  1.7354  -1.8847  0.6976
H  1.8582  0.5020  1.9333
H  -0.1083  2.0345  0.8058
H  -2.7505  2.3216  -1.1972

Properties
SMILES: [H]/N=C1\C=CC=N1.[H][H]
LUMO energy, eV: -0.789
E_tot, eV: -7223.171
Relative energy (zero: lowest compared OMol25 entry of this formula, charge and spin), kJ/mol: 233.5
Net charge: 0
Frontier orbital gap, eV: 9.519
Spin multiplicity: 1

Atom-resolved charges from Mulliken, all expressed in e: -0.5436 0.2375 -0.1602 -0.5370 -0.0862 -0.3277 -0.2142 0.2685 0.3607 0.3786 0.3932 0.2304